[1]
Computed, not measured: C26H35N15OSc as an isolated structure, with ωB97M-V with the def2-TZVPD basis set.

Positions of all 78 atoms, in Å:
Sc -0.140 0.439 -0.599
C -1.812 5.492 -2.959
N -1.342 4.706 -1.749
C -1.487 5.341 -0.454
C -0.735 3.503 -1.770
N -0.601 2.746 -0.719
N -0.468 3.052 -3.076
C -0.160 1.829 -3.540
N -0.139 1.759 -4.853
N 0.011 0.822 -2.741
H -0.911 5.967 -3.385
H -2.470 6.188 -2.543
H -2.369 4.857 -3.679
H -1.697 6.410 -0.626
H -0.595 5.307 0.145
H -2.389 5.039 0.014
H -0.931 3.244 0.106
H -0.453 3.764 -3.796
H -0.143 2.561 -5.500
H 0.080 0.841 -5.291
H 0.244 -0.033 -3.225
N -3.549 1.665 -0.685
C -3.417 0.338 -0.375
N -4.529 -0.222 0.113
C -4.551 -1.541 0.147
N -5.683 -2.148 0.526
N -3.496 -2.349 -0.165
C -2.412 -1.696 -0.514
N -2.281 -0.337 -0.643
C -1.160 -2.459 -0.700
C -1.246 -3.840 -0.925
C -0.052 -4.546 -1.254
C 1.058 -3.802 -1.459
C 1.060 -2.431 -1.211
N -0.021 -1.731 -0.885
H -4.485 2.037 -0.408
H -2.738 2.173 -0.951
H -6.423 -1.553 0.757
H -5.786 -3.150 0.354
H -2.139 -4.432 -0.684
H -0.039 -5.641 -1.503
H 2.020 -4.261 -1.670
H 1.972 -1.841 -1.363
C 0.595 1.122 3.760
C 0.497 1.256 2.417
N -0.138 0.284 1.631
C -0.694 -0.732 2.300
C -0.419 -1.045 3.597
C 0.156 -0.041 4.347
C -0.963 -2.330 4.122
C -0.410 -3.564 3.871
C 0.754 -3.864 3.029
C 1.237 -5.130 2.808
C 2.371 -5.249 1.902
N 2.953 -4.232 1.335
C 2.474 -3.033 1.780
N 1.476 -2.824 2.554
H 0.950 1.990 4.366
H 0.781 2.099 1.805
H -1.256 -1.463 1.790
H 0.380 -0.171 5.471
H -1.817 -2.368 4.753
H -0.879 -4.382 4.479
H 0.720 -6.095 3.058
H 2.555 -6.285 1.514
H 3.167 -2.224 1.391
C 5.394 1.567 -1.203
N 4.154 1.273 -0.461
C 4.186 1.530 0.957
C 3.093 0.838 -1.077
O 1.916 0.676 -0.586
H 6.253 1.111 -0.557
H 5.521 2.613 -1.208
H 5.504 1.088 -2.202
H 4.713 0.680 1.507
H 3.252 1.606 1.451
H 4.685 2.519 1.189
H 3.243 0.710 -2.154

Properties
HOMO level in Eh: -0.5828
LUMO in Eh: -0.30149
Largest force on an atom in Eh/bohr: 0.067
Charge: +3
ΔE to the lowest compared entry with this formula, charge and spin in eV: 0.291
Orbital gap in eV: 7.655
Calculated total energy in eV: -72612.4468

[2]
Computed, not measured: one molecule with the formula C20H19Cl2NO7, with ωB97M-V with the def2-TZVPD basis set.

Positions of all 49 atoms, in Å:
O 5.562 -0.753 0.572
Cl 0.405 -2.717 -0.907
Cl 7.743 3.529 3.010
O 7.168 1.072 1.494
O 2.350 1.512 1.590
O -4.645 -2.043 1.087
O -0.242 2.172 -0.696
O -4.291 -0.367 -0.902
O -2.713 1.895 -1.553
C 4.613 -0.029 0.806
C 2.772 -1.611 -0.148
C 3.294 -0.465 0.527
C 1.434 -1.521 -0.167
C 2.232 0.323 0.888
C -1.249 -0.990 1.105
C -2.474 -1.243 0.464
C 5.018 3.703 2.746
C 6.175 2.974 2.456
C 6.033 1.768 1.807
C 3.606 2.008 1.791
C 4.784 1.284 1.437
C 3.728 3.255 2.456
N 1.053 -0.326 0.505
C -4.668 -0.680 -2.261
C -3.311 -2.479 0.845
C 2.509 4.047 2.907
C -0.792 0.864 -0.586
C -0.311 0.162 0.709
C -2.868 -0.373 -0.681
C -2.292 1.050 -0.497
H 6.866 0.287 1.008
H -4.878 -1.363 0.411
H -0.655 2.584 -1.482
H -3.705 1.965 -1.545
H 3.361 -2.426 -0.545
H -0.919 -1.633 1.922
H 5.145 4.623 3.299
H -4.570 -1.778 -2.351
H -4.035 -0.171 -3.014
H -5.725 -0.452 -2.399
H -2.915 -2.979 1.743
H -3.345 -3.239 0.029
H 2.807 4.970 3.420
H 1.889 3.449 3.612
H 1.886 4.281 2.038
H -0.518 0.221 -1.452
H -0.313 0.891 1.500
H -2.460 -0.792 -1.596
H -2.607 1.472 0.529

Properties
HOMO level in Eh: -0.3032
LUMO in Eh: 0.00821
Largest force on an atom in Eh/bohr: 0.082
Orbital gap in eV: 8.474
Calculated total energy in eV: -61914.2703

[3]
Computed, not measured: a 17-piece molecular cluster, C42H100F18N8O5P3 overall, with ωB97M-V with the def2-TZVPD basis set.

Positions of all 176 atoms, in Å:
C 6.153 -9.430 -6.258
C 5.768 -8.322 -7.039
O 5.191 -7.762 -7.929
N 6.927 -4.579 -6.797
H 5.990 -4.776 -7.264
H 6.991 -5.183 -5.925
C 8.045 -4.552 -7.905
H 6.958 -9.977 -6.708
H 5.296 -10.140 -6.266
H 6.310 -9.255 -5.214
H 7.665 -3.914 -8.722
H 8.041 -5.595 -8.325
H 8.952 -4.121 -7.336
C -9.378 3.003 -11.789
C -9.779 1.628 -11.436
O -9.966 0.625 -10.899
N -5.524 -7.449 -12.622
H -4.858 -6.991 -13.201
H -5.113 -8.307 -12.174
C -6.780 -7.147 -12.629
H -8.675 3.155 -12.599
H -8.940 3.152 -10.870
H -10.212 3.445 -11.915
H -3.074 6.735 10.532
H -7.071 -6.205 -13.154
H -7.460 -7.839 -12.070
C -9.033 6.400 9.141
C -7.755 7.047 9.692
O -6.835 7.518 9.145
N -7.810 7.259 11.255
H -8.476 8.000 11.416
H -8.097 6.413 11.792
C -6.506 7.616 11.920
H -8.814 6.485 8.054
H -9.884 7.019 9.353
H -9.045 5.378 9.394
H -5.748 6.899 11.622
H -6.673 7.556 12.999
H -6.260 8.609 11.611
C -3.405 3.840 -0.817
C -3.156 3.858 -2.279
O -3.920 4.159 -3.106
N -1.681 3.439 -2.663
H -1.046 4.262 -2.630
H -1.289 2.791 -1.941
C -1.657 2.649 -3.973
H -4.490 3.987 -0.612
H -2.771 4.585 -0.360
H -3.126 2.898 -0.351
H -0.706 2.879 -4.470
H -2.546 2.937 -4.483
H -1.666 1.557 -3.684
C -2.327 11.754 -5.067
C -1.107 10.935 -4.691
O -0.398 10.395 -5.440
N -0.828 10.803 -3.110
H -0.233 10.030 -3.039
H -0.216 11.572 -2.880
C -2.118 10.563 -2.376
H -2.016 12.835 -4.774
H -3.303 11.571 -4.599
H -2.641 11.662 -6.094
H -2.752 11.486 -2.352
H -1.870 10.276 -1.332
H -2.590 9.784 -2.951
C 3.711 3.886 -0.711
C 2.990 4.639 0.431
C 2.268 4.056 1.391
C 1.273 4.818 2.117
N 0.480 4.217 3.322
C 0.561 5.044 4.653
C 0.092 4.208 5.790
C 0.698 2.856 5.494
C 0.822 2.864 3.864
C -0.929 4.371 2.927
H 3.063 3.626 -1.552
H 4.528 3.197 -0.319
H 4.311 4.655 -1.306
H 3.417 5.731 0.817
H 3.495 0.626 3.345
H 2.189 3.125 1.682
H 1.277 4.224 -0.630
H 0.592 4.663 1.261
H 1.541 5.792 2.381
H 0.004 5.933 4.481
H 1.589 5.242 4.859
H -0.962 4.075 5.913
H 0.306 4.684 6.718
H 0.188 1.891 5.760
H 1.729 2.719 5.901
H 0.024 2.158 3.412
H 1.841 2.445 3.655
H -0.878 4.912 1.971
H -1.377 4.973 3.661
H -1.357 3.437 2.605
C 11.771 -5.026 3.720
C 10.488 -5.558 3.943
C 9.356 -5.042 1.872
C 8.157 -5.842 1.803
N 7.079 -5.335 0.966
C 6.490 -4.053 1.579
C 5.127 -3.954 0.855
C 4.600 -5.404 1.003
C 5.830 -6.218 0.695
C 7.637 -4.913 -0.329
H 12.144 -3.890 3.637
H 12.240 -5.527 2.878
H 12.197 -5.438 4.809
H 9.528 -4.763 4.197
H 10.266 -6.518 4.516
H 9.952 -5.291 1.041
H 9.162 -4.033 2.062
H 7.758 -6.165 2.758
H 8.479 -6.693 1.303
H 7.121 -3.177 1.496
H 6.431 -4.339 2.690
H 5.292 -3.613 -0.125
H 4.534 -3.348 1.466
H 3.836 -5.603 0.292
H 4.427 -5.575 1.990
H 5.924 -6.469 -0.330
H 5.920 -7.124 1.321
H 8.251 -4.000 -0.187
H 6.792 -4.615 -0.985
H 8.199 -5.681 -0.837
C -3.990 -1.721 0.622
C -3.700 -3.176 0.972
C -4.731 -3.869 1.900
C -4.256 -5.253 2.151
N -5.246 -6.168 2.707
C -4.610 -7.628 2.771
C -5.888 -8.538 2.859
C -7.114 -7.734 2.434
C -6.437 -6.413 1.857
C -5.709 -5.719 4.078
H -4.839 -1.490 0.000
H -3.119 -1.259 0.127
H -4.075 -1.155 1.617
H -2.673 -3.173 1.398
H -3.595 -3.763 0.090
H -5.711 -3.831 1.446
H -4.832 -3.423 2.886
H -3.390 -5.354 2.836
H -3.859 -5.714 1.266
H -3.925 -7.605 3.578
H -4.065 -7.714 1.890
H -5.985 -9.032 3.847
H -5.770 -9.334 2.155
H -7.776 -7.471 3.202
H -7.662 -8.161 1.638
H -7.204 -5.666 2.011
H -6.058 -6.566 0.820
H -5.987 -4.683 4.077
H -4.848 -5.812 4.720
H -6.571 -6.306 4.409
P 0.047 1.523 0.229
F 1.257 1.593 1.316
F 0.198 3.077 -0.101
F 1.076 1.219 -0.932
F -1.196 1.486 -0.866
F -0.217 0.015 0.491
F -0.965 1.864 1.388
P 0.394 7.168 -0.691
F 1.133 6.201 -1.834
F -0.137 5.820 0.122
F 1.848 6.875 0.292
F -0.103 8.161 0.524
F 1.106 8.382 -1.384
F -0.996 7.191 -1.604
P 5.781 -4.801 -3.693
F 6.869 -3.747 -3.425
F 6.645 -3.467 -6.314
F 6.954 -5.957 -3.910
F 4.911 -5.636 -4.727
F 5.312 -5.358 -2.314
F 4.571 -3.644 -3.732

Properties
HOMO level in Eh: -0.3442
LUMO in Eh: -0.32219
Largest force on an atom in Eh/bohr: 0.165
Charge: +5
ΔE to the lowest compared entry with this formula, charge and spin in eV: 34.157
Orbital gap in eV: 0.600
Calculated total energy in eV: -144051.0462

[4]
Computed, not measured: one molecule with the formula C7H7NO2S2, with ωB97M-V with the def2-TZVPD basis set.

Positions of all 19 atoms, in Å:
C -1.986 0.257 -0.223
C -1.583 1.582 -0.648
C -1.102 -0.717 0.219
C -0.277 1.829 -0.823
C 0.244 -0.394 0.259
C 0.623 0.802 -0.362
C 1.409 -1.261 0.703
N 2.483 -0.340 1.011
O 3.283 0.538 -1.163
O 2.545 2.187 0.593
S 1.878 -2.327 -0.661
S 2.449 0.932 -0.049
H -3.101 0.135 -0.302
H -2.429 2.219 -1.005
H -1.530 -1.695 0.437
H 0.115 2.705 -1.209
H 1.224 -1.846 1.501
H 3.441 -0.801 0.816
H 2.386 -1.288 -1.349

Properties
HOMO level in Eh: -0.3418
LUMO in Eh: 0.01567
Largest force on an atom in Eh/bohr: 0.070
ΔE to the lowest compared entry with this formula, charge and spin in eV: 0.744
Orbital gap in eV: 9.727
Calculated total energy in eV: -34626.3660

[5]
Computed, not measured: an isolated ion of composition C5H11N2O and charge +1, with ωB97M-V with the def2-TZVPD basis set.

Positions of all 19 atoms, in Å:
C 1.666 -0.105 -1.134
C -0.509 -0.632 -0.870
C 0.000 0.073 0.432
C -0.621 1.381 0.778
C -0.160 -0.872 1.709
N 1.399 0.393 0.067
N 0.682 -0.848 -1.628
O -1.381 0.369 -1.646
H 2.422 0.271 -1.714
H -1.089 -1.494 -0.639
H -0.381 1.622 1.809
H -1.694 1.250 0.733
H -0.349 2.285 0.240
H -1.133 -1.121 1.842
H 0.352 -0.554 2.553
H 0.412 -1.817 1.558
H 1.759 1.052 0.717
H 0.629 -1.093 -2.607
H -2.004 -0.161 -2.200

Properties
HOMO level in Eh: -0.5469
LUMO in Eh: -0.14408
Largest force on an atom in Eh/bohr: 0.102
Charge: +1
ΔE to the lowest compared entry with this formula, charge and spin in eV: 1.693
Orbital gap in eV: 10.960
Calculated total energy in eV: -10383.9120

[6]
Computed, not measured: C42H92N2O16S as an isolated structure, with ωB97M-V with the def2-TZVPD basis set.

Positions of all 153 atoms, in Å:
C -1.024 -0.410 -1.958
C -2.173 0.440 -2.691
C -1.389 1.564 -3.541
C -3.083 1.138 -1.601
C -4.616 0.856 -1.729
C -5.474 1.167 -0.447
C -6.904 1.016 -0.367
C -7.622 0.524 -1.595
N -8.989 0.324 -1.760
S -9.090 -0.277 -3.328
N -7.529 -0.307 -3.926
C -6.802 0.179 -2.842
C -5.292 0.346 -2.907
H -0.124 -0.544 -2.621
H -1.423 -1.413 -1.647
H -0.702 0.203 -1.061
H -2.713 -0.245 -3.393
H -1.789 1.585 -4.592
H -1.504 2.589 -3.080
H -0.277 1.350 -3.563
H -2.961 2.262 -1.579
H -2.748 0.783 -0.576
H -4.958 1.563 0.470
H -7.482 1.276 0.561
H -4.712 0.111 -3.839
C 4.510 2.982 -1.455
O 3.592 3.396 -0.456
C 2.275 3.575 -0.967
C 1.373 2.412 -0.589
O 1.759 1.218 -1.261
C 2.461 0.322 -0.412
H 5.444 2.708 -0.965
H 4.139 2.115 -2.009
H 4.708 3.807 -2.147
H 2.293 3.718 -2.053
H 1.879 4.489 -0.513
H 0.351 2.641 -0.909
H 1.361 2.263 0.496
H 1.774 -0.114 0.321
H 3.287 0.818 0.104
H 2.868 -0.481 -1.027
C 5.476 -0.757 4.793
O 4.195 -0.669 5.400
C 3.304 0.168 4.670
C 2.304 -0.654 3.875
O 2.940 -1.356 2.811
C 3.114 -2.734 3.102
H 6.043 -1.533 5.306
H 5.403 -1.021 3.735
H 6.007 0.195 4.903
H 3.855 0.852 4.017
H 2.759 0.770 5.405
H 1.576 0.024 3.418
H 1.758 -1.343 4.528
H 2.146 -3.246 3.083
H 3.595 -2.885 4.072
H 3.750 -3.166 2.328
C -10.759 -5.217 -0.081
O -11.983 -4.512 -0.208
C -12.464 -4.026 1.041
C -12.211 -2.535 1.188
O -10.820 -2.256 1.312
C -10.261 -1.744 0.111
H -10.374 -5.411 -1.083
H -10.016 -4.638 0.472
H -10.930 -6.176 0.418
H -12.020 -4.581 1.874
H -13.544 -4.203 1.057
H -12.688 -2.186 2.110
H -12.648 -1.980 0.352
H -10.619 -0.727 -0.064
H -10.504 -2.376 -0.749
H -9.177 -1.716 0.225
C 2.519 -0.728 8.754
O 1.794 -0.127 9.817
C 1.001 0.971 9.381
C -0.466 0.587 9.278
O -0.686 -0.337 8.217
C -0.867 -1.665 8.683
H 2.966 -1.651 9.127
H 1.868 -0.973 7.910
H 3.320 -0.060 8.424
H 1.368 1.365 8.427
H 1.107 1.759 10.133
H -1.048 1.484 9.044
H -0.832 0.186 10.229
H -1.835 -1.756 9.186
H -0.067 -1.967 9.364
H -0.859 -2.331 7.820
C 6.660 -4.215 6.592
O 7.356 -4.220 5.355
C 8.770 -4.261 5.525
C 9.319 -5.651 5.254
O 8.904 -6.576 6.255
C 7.859 -7.425 5.808
H 5.598 -4.350 6.385
H 6.994 -5.025 7.245
H 6.799 -3.252 7.093
H 9.053 -3.918 6.526
H 9.198 -3.565 4.797
H 10.412 -5.611 5.292
H 9.029 -5.998 4.257
H 8.244 -8.139 5.073
H 7.033 -6.855 5.374
H 7.483 -7.980 6.668
C -4.701 -2.249 0.323
O -3.671 -2.897 1.055
C -3.400 -2.256 2.296
C -4.006 -3.023 3.459
O -5.429 -2.961 3.433
C -6.017 -4.161 2.959
H -4.967 -2.883 -0.523
H -5.593 -2.097 0.937
H -4.356 -1.284 -0.059
H -3.753 -1.219 2.287
H -2.311 -2.240 2.415
H -3.685 -2.556 4.395
H -3.660 -4.062 3.464
H -5.900 -4.955 3.704
H -5.579 -4.478 2.009
H -7.082 -3.980 2.808
C 1.299 1.079 -7.037
O 1.260 2.410 -6.547
C 2.153 2.614 -5.457
C 3.402 3.359 -5.899
O 4.208 2.555 -6.755
C 4.086 2.925 -8.119
H 0.723 1.042 -7.962
H 2.322 0.757 -7.250
H 0.839 0.400 -6.312
H 2.413 1.663 -4.979
H 1.621 3.226 -4.720
H 4.007 3.587 -5.015
H 3.142 4.306 -6.383
H 4.575 3.891 -8.288
H 3.040 2.980 -8.431
H 4.590 2.170 -8.722
C 6.029 6.524 -9.783
O 4.985 6.106 -10.648
C 3.697 6.477 -10.165
C 3.149 7.676 -10.920
O 3.891 8.856 -10.627
C 4.781 9.210 -11.674
H 6.979 6.355 -10.293
H 5.949 7.586 -9.537
H 6.015 5.928 -8.865
H 3.724 6.672 -9.088
H 3.035 5.622 -10.336
H 2.121 7.859 -10.591
H 3.129 7.484 -11.997
H 4.216 9.580 -12.536
H 5.407 8.366 -11.975
H 5.428 10.011 -11.312

Properties
HOMO level in Eh: -0.3266
LUMO in Eh: -0.02634
Largest force on an atom in Eh/bohr: 0.085
ΔE to the lowest compared entry with this formula, charge and spin in eV: 0.000
Orbital gap in eV: 8.169
Calculated total energy in eV: -91608.9883